No. 1
{"formula": "C11H20Si2", "method": "the ωB97M-V functional and the def2-TZVPD basis", "energy_ev": -27486.7768, "e_lumo_ev": 0.87, "gap_ha": 0.3618, "smiles": "C[Si](C)(C)[Si](C)(C)c1ccccc1", "total_charge": 0, "e_above_lowest_kj_mol": 0.0, "homo_energy_ev": -8.97, "elements": ["C", "Si", "C", "C", "Si", "C", "C", "C", "C", "C", "C", "C", "C", "H", "H", "H", "H", "H", "H", "H", "H", "H", "H", "H", "H", "H", "H", "H", "H", "H", "H", "H", "H"], "xyz": [[-2.7024, -1.1377, 0.8518], [-1.7090, 0.4641, 0.5676], [-3.0277, 1.6036, -0.0497], [-1.1107, 1.1479, 2.1700], [0.0797, 0.6392, -0.8102], [-0.5530, 0.0508, -2.4859], [1.2018, 2.1072, -1.1959], [1.3128, -0.7303, -0.3072], [2.5479, -0.6860, -0.9177], [3.6035, -1.3215, -0.3221], [3.3826, -2.0478, 0.8054], [2.1597, -2.2407, 1.3809], [1.1174, -1.4811, 0.8655], [-2.3320, -1.6552, 1.7291], [-3.7234, -0.8854, 0.8799], [-2.7122, -1.8191, -0.0817], [-3.6368, 1.1265, -0.8719], [-2.6456, 2.5766, -0.3237], [-3.7984, 1.7914, 0.7498], [-0.0777, 1.0173, 2.4006], [-1.6712, 0.5623, 2.9402], [-1.2486, 2.2067, 2.3386], [-0.5693, 0.8920, -3.2164], [0.0828, -0.7052, -2.9155], [-1.6278, -0.2875, -2.4039], [2.1794, 2.0079, -0.7327], [1.2970, 2.1221, -2.2936], [0.6217, 3.0000, -0.8487], [2.7234, -0.1995, -1.9020], [4.5618, -1.1814, -0.7645], [4.2202, -2.5612, 1.2886], [1.9705, -2.8267, 2.2343], [0.0839, -1.5495, 1.2410]], "nbo_charge": [-1.072, 1.200, -1.114, -1.129, 1.150, -1.098, -1.079, -0.423, -0.194, -0.220, -0.212, -0.207, -0.203, 0.235, 0.238, 0.245, 0.237, 0.233, 0.237, 0.242, 0.234, 0.245, 0.226, 0.239, 0.228, 0.247, 0.241, 0.237, 0.207, 0.211, 0.207, 0.211, 0.199]}

=====

No. 2
{"formula": "C3H10N2O", "method": "the ωB97M-V functional and the def2-TZVPD basis", "energy_ev": -8299.3192, "e_lumo_ev": 0.96, "gap_ha": 0.3952, "smiles": "C=NC.NCO", "total_charge": 0, "e_above_lowest_kj_mol": 210.8, "homo_energy_ev": -9.80, "elements": ["C", "N", "C", "H", "H", "H", "H", "H", "N", "C", "O", "H", "H", "H", "H", "H"], "xyz": [[1.6846, 0.7894, 0.3241], [1.7658, -0.3558, 0.8400], [2.1956, -1.4782, -0.0439], [2.0010, 1.1467, -0.6622], [1.2814, 1.5472, 0.9996], [2.1598, -1.1766, -1.0868], [1.4074, -2.2088, 0.1573], [3.0970, -1.8930, 0.3928], [-2.0251, 1.2978, 0.4658], [-1.9185, 0.2295, -0.5658], [-1.8824, -1.0017, 0.0938], [-1.8336, 2.1843, 0.0284], [-3.0178, 1.2313, 0.6995], [-2.7219, 0.3124, -1.2944], [-0.9754, 0.3414, -1.1217], [-1.2180, -0.9661, 0.7733]], "nbo_charge": [-0.083, -0.385, -0.456, 0.145, 0.175, 0.181, 0.209, 0.213, -0.848, 0.095, -0.724, 0.354, 0.355, 0.152, 0.136, 0.482]}

=====

No. 3
{"formula": "C4H6O2", "method": "the ωB97M-V functional and the def2-TZVPD basis", "energy_ev": -8335.9660, "e_lumo_ev": -0.21, "gap_ha": 0.2736, "total_charge": 0, "e_above_lowest_kj_mol": 433.7, "homo_energy_ev": -7.65, "elements": ["O", "C", "C", "C", "C", "O", "H", "H", "H", "H", "H", "H"], "xyz": [[2.4233, -0.5070, -0.3191], [1.7645, 0.4126, 0.3126], [0.3056, 0.1899, 0.2603], [-0.5178, -0.5436, -0.7350], [-1.6641, -0.1750, 0.2231], [-0.6653, 0.4726, 1.0970], [2.0219, 0.6875, 1.3715], [1.7048, 1.4746, -0.1641], [-0.2508, -1.6007, -0.8019], [-0.5272, -0.1032, -1.7347], [-2.1460, -0.9894, 0.7641], [-2.3895, 0.5649, -0.1163]], "nbo_charge": [-0.820, -0.106, 0.650, -0.547, -0.064, -0.407, 0.169, 0.164, 0.282, 0.266, 0.207, 0.204]}

=====

No. 4
{"formula": "CH35O20", "method": "the ωB97M-V functional and the def2-TZVPD basis", "energy_ev": -42560.0257, "e_lumo_ev": 1.64, "gap_ha": 0.2960, "total_charge": -1, "e_above_lowest_kj_mol": 23.2, "homo_energy_ev": -6.42, "elements": ["C", "O", "O", "O", "H", "O", "H", "H", "O", "H", "H", "O", "H", "H", "O", "H", "H", "O", "H", "H", "O", "H", "H", "O", "H", "H", "O", "H", "H", "O", "H", "H", "O", "H", "H", "O", "H", "H", "O", "H", "H", "O", "H", "H", "O", "H", "H", "O", "H", "H", "O", "H", "H", "O", "H", "H"], "xyz": [[0.2991, -0.2038, -0.0378], [0.8101, 0.1651, -1.1042], [-0.7714, 0.4679, 0.4364], [0.6588, -1.2432, 0.5268], [-0.9289, 1.3169, -0.0499], [0.5174, -1.9203, -3.9517], [-0.2568, -1.6337, -3.4798], [1.1200, -1.2950, -3.5624], [-0.3341, -4.3868, -0.4721], [0.4175, -3.7943, -0.7063], [-1.0826, -3.8127, -0.6654], [2.3102, -0.0377, -3.3488], [2.3452, -0.0155, -2.3800], [3.1779, -0.4129, -3.6682], [-0.5239, 1.0291, -3.3875], [-1.4446, 1.3527, -3.3731], [-0.1626, 0.9108, -2.5267], [-0.3163, -2.7545, 2.7318], [-1.1209, -3.1567, 2.4318], [-0.1065, -2.0361, 2.1031], [-3.4549, 1.8650, 0.5216], [-2.9467, 2.2984, 1.2000], [-4.1688, 2.4532, 0.1140], [2.3315, 2.0917, -0.6252], [1.9316, 2.7694, -1.2191], [1.8073, 1.2751, -0.7152], [3.7358, -0.3154, -0.8927], [3.2641, 0.2864, -0.3073], [3.5602, -1.1853, -0.5304], [-1.9791, -2.3130, 0.0916], [-1.1416, -1.8239, 0.1332], [-2.4854, -2.1067, 0.8845], [-3.0556, 0.5884, -1.7933], [-2.3710, -0.0883, -1.7006], [-3.0110, 1.1075, -1.0164], [0.4473, 0.0847, 3.2044], [0.5335, 0.8971, 2.7138], [-0.3127, 0.1948, 3.7527], [2.7688, -1.5425, 2.4833], [1.9086, -1.2247, 2.3321], [3.1781, -0.7697, 2.9252], [-1.5378, 2.6251, 2.4328], [-1.6083, 2.1434, 3.2363], [-0.6324, 2.7097, 2.2034], [1.4591, -2.6859, -1.4312], [1.0795, -2.4958, -2.3242], [1.2688, -1.9670, -0.8333], [-2.6403, -0.4530, 2.4044], [-2.2229, -0.0092, 1.6930], [-1.9327, -0.7117, 2.9903], [1.0901, 2.4975, 1.8417], [1.6174, 3.2236, 2.1563], [1.3295, 2.3070, 0.9296], [-0.6303, 2.9034, -0.7358], [-0.8441, 3.5835, -0.0675], [-0.9437, 3.2478, -1.5680]], "nbo_charge": [0.973, -0.833, -0.781, -0.761, 0.524, -0.952, 0.463, 0.490, -1.007, 0.489, 0.469, -0.977, 0.517, 0.477, -0.984, 0.477, 0.490, -0.973, 0.466, 0.494, -0.985, 0.511, 0.483, -1.007, 0.489, 0.488, -0.954, 0.473, 0.492, -0.986, 0.483, 0.490, -0.979, 0.480, 0.482, -0.951, 0.487, 0.455, -0.937, 0.487, 0.448, -0.987, 0.480, 0.496, -1.004, 0.485, 0.487, -0.968, 0.493, 0.469, -1.000, 0.489, 0.520, -0.950, 0.485, 0.497]}

=====

No. 5
{"formula": "C2HBrCl2F2", "method": "the ωB97M-V functional and the def2-TZVPD basis", "energy_ev": -102609.7571, "e_lumo_ev": [-2.89, -1.55], "gap_ha": [0.2415, 0.3311], "total_charge": 0, "e_above_lowest_kj_mol": 274.7, "homo_energy_ev": [-9.47, -10.56], "elements": ["C", "C", "F", "F", "Cl", "Cl", "Br", "H"], "xyz": [[0.4278, -0.7290, 0.1929], [0.7452, 0.7663, 0.0370], [2.0084, 0.9501, -0.4175], [0.4806, 1.3909, 1.1742], [-0.9796, -1.1896, 0.7971], [-0.3393, 1.5170, -1.1732], [-3.4229, -1.1193, -0.5336], [1.0798, -1.5863, -0.0769]], "nbo_charge": [-0.307, 0.630, -0.307, -0.300, 0.283, -0.033, -0.204, 0.239]}